(1)
# C24H35B3BrF5O21

A cluster of 6 separate species, C24H35B3BrF5O21 in total (ωB97M-V/def2-TZVPD, the Open Molecules 2025 dataset).

Element x y z (Å)
C -2.91965 -0.22405 -4.13251
C -2.93634 1.39009 -3.72048
B -1.48935 1.85081 -3.08956
O -0.15185 1.57283 -3.69220
B 0.60056 0.80627 -2.65424
C 1.47666 -0.51442 -3.20946
O 0.63844 -1.65078 -3.57597
C 0.42949 -2.63492 -2.53008
O 0.80065 -2.26749 -1.16427
C 1.44199 -3.39464 -0.43942
C 3.08954 -3.25126 -0.32064
O 3.49172 -1.82066 -0.38952
O 0.56408 1.13391 -1.19082
B -0.79040 1.60368 -0.82970
C -1.66632 1.15293 0.48690
Br -1.86444 -0.87004 0.55233
C -1.14711 1.79123 1.90953
C -0.46048 0.68709 2.91198
O -1.44742 2.57607 -1.77266
H -4.00538 -0.70941 -4.09579
H -2.31536 -0.76890 -3.25924
H -2.40838 -0.40110 -5.18039
H -3.75040 1.46945 -2.85102
H -3.33378 2.08035 -4.59379
H 1.95313 -0.11513 -4.23116
H 2.40567 -0.75809 -2.52901
H -0.74078 -2.87356 -2.50676
H 0.92835 -3.66904 -2.85369
H 1.04791 -3.31113 0.68453
H 1.10400 -4.44898 -0.82240
H 3.65242 -3.89946 -1.15045
H 3.50295 -3.64524 0.72420
H 4.48719 -1.73454 -0.53511
H -2.77664 1.56303 0.32965
H -0.46978 2.70982 1.64842
H -2.08831 2.22941 2.49812
H -1.23562 -0.11373 3.33561
H 0.39179 0.14162 2.29054
H -0.02047 1.21608 3.88646
O -4.57444 3.51176 2.11182
C -5.13327 3.30954 1.04661
O -5.27832 2.07336 0.47889
C -6.08671 2.25243 -0.66670
C -5.87585 3.69227 -0.98934
F -6.98401 4.22863 -1.54789
O -5.68228 4.28801 0.27339
H -7.12767 2.02252 -0.41584
H -5.76771 1.59323 -1.47855
H -5.00589 3.88695 -1.62556
O -2.24101 -4.42615 1.04890
C -1.69599 -4.41478 2.14008
O -1.96584 -5.30659 3.14174
C -1.04089 -5.03726 4.17609
C -0.66899 -3.61756 3.91567
F 0.60804 -3.37734 4.28870
O -0.74990 -3.50773 2.51272
H -0.18980 -5.72097 4.08895
H -1.50089 -5.17322 5.15859
H -1.33759 -2.88574 4.38145
O 8.48002 -1.20296 0.44700
C 8.13438 -2.01079 -0.39906
O 8.96950 -2.93617 -0.96272
C 8.16186 -3.75460 -1.78482
C 6.99602 -2.87204 -2.07399
F 5.86643 -3.59926 -2.22514
O 6.87153 -2.09647 -0.90358
H 7.88229 -4.65887 -1.23388
H 8.69663 -4.04793 -2.69221
H 7.13463 -2.21419 -2.93860
O -8.72910 2.97063 5.06466
C -7.75451 3.58609 5.46371
O -7.71280 4.94562 5.61003
C -6.47018 5.24431 6.21389
C -5.64045 4.06122 5.84847
F -4.73147 3.79333 6.81265
O -6.57225 3.00424 5.81068
H -6.60778 5.34748 7.29547
H -6.05829 6.17822 5.82202
H -5.14050 4.14619 4.87772
O 8.50514 0.09717 -2.87036
C 7.49519 0.77507 -2.96160
O 7.47938 2.14124 -2.89234
C 6.15261 2.53995 -3.17278
C 5.36809 1.32196 -2.82246
F 4.27101 1.21337 -3.60494
O 6.24444 0.26372 -3.13715
H 6.07007 2.80699 -4.23168
H 5.86767 3.40602 -2.56936
H 5.08117 1.26099 -1.76725

Lowest unoccupied orbital energy ... 0.32 eV
Structure (SMILES) ... CCB1OB(COCOCCO)OB([C@@H](Br)CC)O1.O=C1OC[C@@H](F)O1.O=C1OC[C@@H](F)O1.O=C1OC[C@@H](F)O1.O=C1OC[C@@H](F)O1.O=C1OC[C@@H](F)O1
Spin multiplicity ... 1
Orbital gap ... 9.41 eV
HOMO level ... -0.334 Ha
Total charge ... 0

The net atomic charges from Löwdin, expressed in e, are: -0.112, -0.121, -0.362, 0.162, -0.281, -0.086, -0.153, -0.207, -0.196, -0.139, -0.182, -0.141, 0.165, -0.437, -0.491, 0.725, -0.249, -0.181, 0.126, 0.088, 0.084, 0.098, 0.098, 0.119, 0.139, 0.124, 0.152, 0.150, 0.129, 0.136, 0.116, 0.130, 0.083, 0.094, 0.123, 0.114, 0.065, 0.087, 0.087, 0.131, -0.496, 0.062, -0.070, -0.328, 0.083, 0.147, 0.153, 0.135, 0.178, 0.130, -0.510, 0.078, -0.075, -0.332, 0.082, 0.085, 0.150, 0.146, 0.177, 0.149, -0.505, 0.082, -0.069, -0.332, 0.072, 0.116, 0.149, 0.148, 0.161, 0.143, -0.502, 0.074, -0.078, -0.331, 0.078, 0.143, 0.148, 0.145, 0.169, 0.153, -0.488, 0.085, -0.070, -0.321, 0.084, 0.129, 0.151, 0.149, 0.184

(2)
# C24H35BeFN5O8PTe

A structure of composition C24H35BeFN5O8PTe (ωB97M-V/def2-TZVPD, the Open Molecules 2025 dataset).

Element x y z (Å)
Be -0.33384 0.17982 -0.17070
N -3.07142 -0.78627 0.96545
C -2.93098 0.05633 2.12863
C -3.53955 -0.51244 3.42419
C -5.04524 -0.24046 3.56438
C -5.48105 1.23584 3.64630
N -4.78913 1.98439 4.70267
C -3.61343 2.61028 4.55506
N -2.79872 2.70708 5.62278
N -3.30729 3.27931 3.46156
C -1.48504 0.54634 2.32607
O -1.20996 1.05193 3.42101
O -0.65147 0.46980 1.36925
H -3.92011 -1.33396 1.00250
H -2.27721 -1.39995 0.81185
H -3.46615 0.98050 1.88402
H -2.99351 -0.10468 4.27570
H -3.37945 -1.59331 3.43136
H -5.41508 -0.75418 4.45741
H -5.56282 -0.67753 2.70477
H -6.54701 1.27753 3.86938
H -5.33080 1.74362 2.69325
H -4.95856 1.62263 5.62835
H -2.91741 2.04690 6.37059
H -1.83803 2.93288 5.41507
H -3.80548 3.16879 2.57435
H -2.32494 3.47318 3.32548
C 5.69564 -3.76627 0.16374
C 5.30802 -3.21822 -1.20985
C 6.48797 -2.65239 -1.99050
C 7.06209 -1.43230 -1.28022
C 5.97258 -0.43899 -0.96921
C 6.27619 0.89211 -0.78456
C 5.26706 1.80950 -0.51249
F 5.61037 3.09733 -0.33189
C 3.95477 1.43699 -0.44092
C 3.61978 0.09162 -0.62755
C 2.21261 -0.30692 -0.53884
O 1.33959 0.55548 -0.31139
C 1.96078 -1.69871 -0.71711
C 2.99216 -2.55237 -0.95334
N 4.27984 -2.18172 -1.05384
C 4.62823 -0.85341 -0.88274
C 0.56058 -2.26897 -0.60988
O 0.42642 -3.48336 -0.66652
O -0.37473 -1.41097 -0.45852
H 6.48291 -4.51400 0.06646
H 4.82881 -4.23191 0.63234
H 6.04436 -2.96757 0.81837
H 4.85816 -4.02481 -1.79087
H 6.14842 -2.36756 -2.98913
H 7.24585 -3.42769 -2.10264
H 7.81946 -0.95508 -1.90271
H 7.55946 -1.74231 -0.35711
H 7.30065 1.23419 -0.85666
H 3.16327 2.14678 -0.24454
H 2.77762 -3.60791 -1.06932
C 0.35468 2.52459 -4.24615
C -0.94394 1.74383 -4.17314
O -1.83742 2.37432 -3.24690
P -2.27948 1.56063 -1.91883
O -0.98197 1.12269 -1.27475
Te -3.79824 3.09211 -0.99434
O -2.88062 0.21560 -2.57249
C -4.19101 0.20592 -3.13237
C -4.60021 -1.23747 -3.36030
H 0.98976 2.11256 -5.03127
H 0.87035 2.46882 -3.28765
H 0.14282 3.57053 -4.46749
H -0.75532 0.71256 -3.86726
H -1.44075 1.73495 -5.14671
H -4.19800 0.75949 -4.07814
H -4.88408 0.70879 -2.45181
H -4.03992 -1.66834 -4.18988
H -5.66548 -1.30331 -3.58033
H -4.37640 -1.82321 -2.46948

Lowest unoccupied orbital energy ... 0.03 eV
Spin multiplicity ... 1
Orbital gap ... 6.82 eV
HOMO level ... -0.250 Ha
Total charge ... 0

The net atomic charges from Löwdin, expressed in e, are: 0.017, 0.085, -0.316, -0.144, -0.168, -0.152, 0.090, -0.451, 0.201, 0.238, -0.532, -0.006, 0.053, 0.076, 0.071, 0.089, 0.093, 0.122, 0.108, 0.115, 0.121, 0.106, 0.150, 0.120, 0.123, 0.089, 0.133, -0.022, -0.309, -0.134, -0.132, -0.131, 0.053, -0.257, 0.069, 0.083, -0.030, -0.223, 0.076, -0.004, 0.042, 0.010, -0.071, -0.540, 0.048, 0.026, 0.088, 0.086, 0.085, 0.148, 0.129, 0.121, 0.122, 0.120, 0.133, 0.140, 0.151, -0.071, -0.289, -0.339, 0.133, -0.247, 0.339, -0.275, -0.325, -0.072, 0.074, 0.072, 0.077, 0.109, 0.117, 0.119, 0.050, 0.074, 0.073, 0.076

(3)
# C24H35IrO

A structure of composition C24H35IrO (ωB97M-V/def2-TZVPD, the Open Molecules 2025 dataset).

Element x y z (Å)
C -0.02126 0.09073 2.59486
C -0.98549 -0.89343 2.16629
C -2.19470 -0.19828 1.79400
C -1.94224 1.21528 1.89765
C -0.60743 1.38972 2.42004
Ir -0.54101 0.38998 0.44870
C 0.52553 1.53557 -2.63382
C 1.17844 0.78317 -1.72257
H 1.72801 -0.11259 -2.00939
C 1.14390 1.05805 -0.26752
H 1.23729 2.11832 -0.00291
H 1.95976 0.51883 0.23224
C 0.35969 1.07397 -4.04828
H 0.90721 0.14265 -4.22096
H -0.69550 0.89321 -4.30451
H 0.73326 1.85167 -4.72737
C -0.02725 2.89570 -2.32061
H 0.04021 3.15152 -1.25956
H 0.53187 3.66381 -2.87989
H -1.08344 2.99652 -2.61491
C -0.72653 -2.35863 2.07525
H 0.22820 -2.54165 1.55983
H -0.66691 -2.79680 3.07949
H -1.52952 -2.84543 1.51584
C -3.46863 -0.84000 1.34718
H -3.28014 -1.68194 0.67635
H -4.02012 -1.22505 2.21135
H -4.10753 -0.12196 0.83132
C -2.87913 2.32071 1.53506
H -3.55594 1.99838 0.73936
H -3.47879 2.60868 2.40410
H -2.31739 3.19879 1.20054
C 0.02314 2.71183 2.73957
H -0.19024 3.44728 1.95387
H -0.38692 3.10122 3.68155
H 1.10622 2.60925 2.85820
C 1.36057 -0.21552 3.08249
H 1.99447 0.67476 3.03793
H 1.33867 -0.56843 4.12411
H 1.80931 -1.00190 2.46218
C -1.24706 -0.55401 -1.13319
C -0.60038 -1.70573 -1.57043
C -2.39045 -0.07931 -1.79626
C -1.22308 -2.52751 -2.51024
H 0.34545 -1.97445 -1.09047
C -2.97455 -0.87945 -2.78098
H -2.82144 0.88081 -1.50637
C -2.40288 -2.10310 -3.12445
H -0.76960 -3.48551 -2.76544
H -3.89123 -0.53024 -3.26988
H -2.88858 -2.73747 -3.86439
C 4.26663 -1.16646 -0.85053
C 3.54053 -1.75358 0.33047
C 4.33171 -1.81929 1.61309
O 2.35971 -2.12091 0.26466
H 5.34235 -1.37286 -0.80899
H 4.13000 -0.07546 -0.83665
H 3.83740 -1.56544 -1.77527
H 4.32925 -0.82542 2.08219
H 3.85077 -2.53528 2.28774
H 5.37576 -2.10733 1.44836

Relative energy (zero: lowest compared OMol25 entry of this formula, charge and spin) ... 57.2 kJ/mol
Lowest unoccupied orbital energy (spin up / spin down) ... -1.87 / -5.91 eV
Spin multiplicity ... 6
Orbital gap (spin up / spin down) ... 6.11 / 5.28 eV
HOMO level (spin up / spin down) ... -0.293 / -0.411 Ha
Total charge ... +1

The net atomic charges from Löwdin, expressed in e, are: -0.295, -0.310, -0.301, -0.331, -0.322, 1.449, -0.300, -0.096, 0.109, -0.307, 0.075, 0.049, -0.026, 0.090, 0.096, 0.099, -0.030, 0.062, 0.106, 0.099, -0.017, 0.070, 0.100, 0.082, -0.017, 0.080, 0.102, 0.078, -0.025, 0.072, 0.099, 0.080, -0.022, 0.080, 0.102, 0.077, -0.015, 0.079, 0.105, 0.054, -0.320, -0.091, -0.100, -0.054, 0.091, -0.070, 0.107, -0.050, 0.117, 0.117, 0.118, -0.018, -0.475, -0.018, 0.015, 0.089, 0.091, 0.090, 0.095, 0.093, 0.089

(4)
# C24H35NO2

The molecule C24H35NO2 (ωB97M-V/def2-TZVPD, the Open Molecules 2025 dataset).

Element x y z (Å)
C -2.24352 -4.38044 0.82459
O -1.68946 -3.80162 -0.33071
C -0.46972 -3.19598 -0.23421
C 0.29423 -3.11492 0.92259
C 1.50545 -2.44342 0.90493
C 1.97765 -1.82303 -0.24228
C 3.26650 -1.05190 -0.25330
C 3.14400 0.43509 0.16973
C 4.55308 1.06839 0.09344
O 5.13094 1.06525 -1.18782
C 2.63785 0.57031 1.61681
C 1.14475 0.87651 1.65385
N 0.94596 2.21195 1.13494
C -0.41058 2.72574 1.21216
C -1.39751 2.16991 0.21842
C -1.75225 2.80917 -0.89372
C -2.75577 2.20774 -1.83663
C -3.20103 0.84740 -1.30750
C -1.94268 0.06787 -0.89864
C -2.03128 0.82523 0.44004
C -3.56356 0.93232 0.19518
C -4.30167 2.16349 0.70336
C -4.31358 -0.30612 0.67918
C 1.63930 2.46047 -0.12333
C 2.19524 1.19310 -0.77094
C 1.22111 -1.94736 -1.40510
C 0.02069 -2.62370 -1.40776
H -1.62126 -5.19706 1.20487
H -2.39095 -3.63727 1.61554
H -3.21066 -4.77825 0.52075
H -0.03710 -3.57020 1.84275
H 2.08719 -2.40960 1.81437
H 3.98440 -1.53626 0.41505
H 3.66593 -1.08474 -1.27081
H 4.48757 2.12290 0.36947
H 5.21375 0.56506 0.81516
H 5.30225 0.15487 -1.45158
H 2.84844 -0.33616 2.18260
H 3.15415 1.39625 2.11000
H 0.59542 0.09792 1.10246
H 0.79220 0.86914 2.69098
H -0.34436 3.81119 1.07956
H -0.76908 2.52928 2.22775
H -1.36329 3.78633 -1.14543
H -3.61089 2.88104 -1.94906
H -2.30745 2.09126 -2.82906
H -3.91797 0.36370 -1.97283
H -2.10150 -1.00183 -0.81054
H -1.04855 0.24878 -1.49272
H -1.70102 0.33132 1.35238
H -3.75698 3.08036 0.50185
H -4.44802 2.08785 1.77954
H -5.27962 2.22813 0.22940
H -4.32322 -0.33487 1.76782
H -5.34462 -0.27417 0.33076
H -3.86381 -1.22578 0.31767
H 0.95956 2.94246 -0.83195
H 2.46231 3.16123 0.07408
H 2.73505 1.46549 -1.68005
H 1.36058 0.54915 -1.05009
H 1.58183 -1.51369 -2.32707
H -0.56405 -2.71749 -2.30935

Relative energy (zero: lowest compared OMol25 entry of this formula, charge and spin) ... 26.0 kJ/mol
Lowest unoccupied orbital energy ... 0.70 eV
Structure (SMILES) ... COc1ccc(CC2(CO)CCN(CC3=CC[C@H]4C[C@@H]3C4(C)C)CC2)cc1
Spin multiplicity ... 1
Orbital gap ... 8.51 eV
HOMO level ... -0.287 Ha
Total charge ... 0

The net atomic charges from Löwdin, expressed in e, are: -0.092, -0.093, -0.289, -0.011, -0.041, -0.236, -0.092, -0.414, -0.223, -0.050, -0.103, -0.184, -0.151, -0.138, -0.199, -0.066, -0.137, -0.222, -0.077, -0.173, -0.455, -0.026, -0.032, -0.151, -0.102, -0.042, -0.015, 0.095, 0.093, 0.093, 0.104, 0.113, 0.130, 0.117, 0.123, 0.131, 0.081, 0.108, 0.124, 0.106, 0.128, 0.124, 0.125, 0.113, 0.116, 0.119, 0.143, 0.091, 0.114, 0.140, 0.073, 0.085, 0.088, 0.085, 0.086, 0.072, 0.109, 0.118, 0.126, 0.097, 0.121, 0.123

Which of these has the highest spin multiplicity? C24H35IrO

Number 4 is which compound? C24H35NO2